Entry from the Open Molecules 2025 dataset: a structure of composition C22H21CeI2N2O in a non-equilibrium geometry (wB97M-V/def2-TZVPD).

Its HOMO-LUMO gap (spin up / spin down) is 3.73 / 3.73 eV. The value obtained for the calculated total energy is -2106.08429 Ha. Its expectation value of S² is 0.7524. The calculation puts the LUMO energy (spin up / spin down) at 4.2 / 4.2 eV. The multiplicity is 2. The net charge is -2. The calculation puts the highest occupied orbital energy (spin up / spin down) at 0.5016 / 0.5024 eV.

Atoms and positions in Å:
C1 -2.485 0.859 -4.352
I1 -1.087 2.885 -3.294
H1 -3.551 0.966 -4.022
H2 -2.088 -0.187 -4.279
H3 -2.339 1.250 -5.383
C2 -2.605 -4.040 -1.224
C3 -2.423 -1.823 -1.694
N1 -1.775 -2.941 -1.240
H4 -4.769 -4.140 -1.710
I2 -3.233 0.740 0.838
N2 -3.724 -2.270 -1.849
H5 -2.272 -5.018 -0.919
Ce1 -1.796 0.572 -1.755
C4 -0.523 -1.027 -3.173
O1 0.080 -1.859 -3.724
C5 -3.822 -3.626 -1.618
C6 -4.878 -1.446 -2.152
H6 -5.036 -0.686 -1.360
H7 -5.776 -2.085 -2.215
H8 -4.763 -0.927 -3.113
C7 -0.442 -2.988 -0.695
H9 -0.019 -3.985 -0.872
H10 -0.465 -2.826 0.393
H11 0.191 -2.215 -1.125
C8 0.140 0.289 -0.722
C9 0.896 0.686 0.218
C10 1.734 1.113 1.210
C11 2.031 0.198 2.306
C12 2.437 0.664 3.582
C13 2.771 -0.227 4.598
C14 2.649 -1.603 4.388
C15 2.160 -2.087 3.165
C16 1.846 -1.199 2.134
C17 2.228 2.474 1.141
C18 3.425 2.865 1.790
C19 3.909 4.167 1.683
C20 3.212 5.111 0.910
C21 2.030 4.730 0.251
C22 1.558 3.428 0.345
H12 2.471 1.738 3.770
H13 3.121 0.159 5.554
H14 2.917 -2.299 5.178
H15 2.024 -3.158 3.006
H16 1.473 -1.556 1.168
H17 4.001 2.136 2.359
H18 4.828 4.453 2.207
H19 3.588 6.140 0.832
H20 1.484 5.468 -0.336
H21 0.669 3.127 -0.200

In elementary charge units, the Löwdin charges are: -0.521 0.286 -0.059 -0.103 -0.053 -0.071 -0.213 -0.121 0.110 0.147 -0.120 0.111 -0.489 -0.102 0.105 -0.071 -0.046 0.052 0.086 0.076 -0.037 0.094 0.103 0.049 -0.275 -0.155 -0.219 -0.177 -0.070 -0.132 -0.166 -0.128 -0.043 -0.183 -0.078 -0.135 -0.154 -0.106 -0.028 0.099 0.083 0.067 0.082 0.085 0.094 0.081 0.073 0.093 0.080

=====

Entry from the Open Molecules 2025 dataset: a structure of composition C22H21GeHgIO2 (wB97M-V/def2-TZVPD).

Its HOMO-LUMO gap (spin up / spin down) is 5.97 / 7.43 eV. The value obtained for the calculated total energy is -3529.48972 Ha. Its expectation value of S² is 0.7601. The calculation puts the LUMO energy (spin up / spin down) at 2.7 / 2.4 eV. The multiplicity is 2. The net charge is -1. The calculation puts the highest occupied orbital energy (spin up / spin down) at -3.2804 / -4.9896 eV.

Atoms and positions in Å:
Hg1 -0.377 -0.374 0.225
I1 -0.648 1.755 3.294
C1 0.161 0.051 2.354
H1 -0.105 -0.824 2.935
H2 1.230 0.179 2.226
O1 1.282 1.142 -1.258
C2 2.288 0.485 -0.933
O2 2.329 -0.456 -0.094
C3 3.619 0.836 -1.617
C4 4.740 -0.044 -1.088
Ge1 4.375 -1.943 -1.316
C5 2.700 -2.552 -2.103
C6 2.347 -2.150 -3.389
C7 1.123 -2.506 -3.938
C8 0.238 -3.285 -3.209
C9 0.587 -3.713 -1.937
C10 1.807 -3.344 -1.389
C11 4.655 -2.840 0.399
C12 5.684 -3.753 0.619
C13 5.862 -4.342 1.865
C14 5.011 -4.024 2.911
C15 3.984 -3.112 2.710
C16 3.809 -2.524 1.465
C17 5.697 -2.694 -2.594
C18 6.642 -1.925 -3.269
C19 7.502 -2.488 -4.206
C20 7.435 -3.843 -4.484
C21 6.497 -4.630 -3.827
C22 5.639 -4.055 -2.902
H3 3.802 1.897 -1.427
H4 3.486 0.733 -2.698
H5 4.820 0.111 -0.012
H6 5.712 0.184 -1.528
H7 3.030 -1.545 -3.975
H8 0.857 -2.166 -4.931
H9 -0.727 -3.547 -3.626
H10 -0.101 -4.321 -1.363
H11 2.055 -3.667 -0.385
H12 6.358 -4.010 -0.190
H13 6.669 -5.049 2.018
H14 5.148 -4.483 3.883
H15 3.319 -2.854 3.525
H16 3.012 -1.805 1.310
H17 6.715 -0.862 -3.073
H18 8.224 -1.864 -4.719
H19 8.104 -4.285 -5.212
H20 6.429 -5.689 -4.044
H21 4.898 -4.680 -2.414

In elementary charge units, the natural (NBO) charges are: 0.577 0.018 -1.031 0.191 0.211 -0.759 0.782 -0.829 -0.528 -0.828 1.631 -0.343 -0.229 -0.216 -0.222 -0.205 -0.231 -0.456 -0.220 -0.218 -0.225 -0.240 -0.147 -0.345 -0.241 -0.222 -0.230 -0.212 -0.228 0.216 0.209 0.240 0.208 0.203 0.203 0.203 0.205 0.217 0.210 0.199 0.200 0.207 0.252 0.204 0.202 0.202 0.202 0.212

=====

Entry from the Open Molecules 2025 dataset: a structure of composition C22H21IN2OPdS in a non-equilibrium geometry (wB97M-V/def2-TZVPD).

Its HOMO-LUMO gap (spin up / spin down) is 7.49 / 4.23 eV. The value obtained for the calculated total energy is -1858.76281 Ha. The calculation puts the energy above the lowest of the compared OMol25 structures with the same formula, charge and spin at 0.615 eV. Its expectation value of S² is 6.0671. The calculation puts the LUMO energy (spin up / spin down) at -6.5 / -9.7 eV. The multiplicity is 5. The net charge is +2. The calculation puts the highest occupied orbital energy (spin up / spin down) at -13.9748 / -13.9539 eV.

Atoms and positions in Å:
Pd1 0.511 -0.951 -1.656
I1 2.536 -2.652 -2.255
C1 1.099 -4.245 -1.982
C2 1.563 -5.538 -1.860
C3 0.648 -6.587 -1.761
C4 -0.708 -6.331 -1.779
C5 -1.200 -5.011 -1.848
C6 -2.581 -4.726 -1.800
C7 -3.048 -3.429 -1.844
C8 -2.148 -2.366 -1.970
C9 -0.785 -2.605 -2.020
C10 -0.276 -3.923 -1.952
H1 2.623 -5.743 -1.858
H2 1.014 -7.599 -1.678
H3 -1.411 -7.147 -1.731
H4 -3.279 -5.547 -1.724
H5 -4.107 -3.223 -1.778
H6 -2.533 -1.349 -2.017
C11 1.940 -0.493 3.845
C12 0.502 -0.051 3.568
N1 0.452 1.062 2.653
C13 0.421 2.390 3.221
C14 -1.021 2.886 3.341
C15 0.354 0.924 1.338
S1 0.145 -0.718 0.744
N2 0.350 2.002 0.589
C16 0.332 2.150 -0.733
O1 0.338 1.206 -1.560
C17 0.332 3.543 -1.225
C18 0.336 3.773 -2.604
C19 0.334 5.072 -3.091
C20 0.334 6.146 -2.212
C21 0.332 5.923 -0.842
C22 0.334 4.630 -0.343
H7 1.925 -1.325 4.543
H8 2.520 0.312 4.286
H9 2.427 -0.820 2.929
H10 0.025 0.252 4.502
H11 -0.058 -0.894 3.154
H12 0.986 3.059 2.567
H13 0.893 2.354 4.202
H14 -1.484 2.960 2.361
H15 -1.032 3.866 3.807
H16 -1.610 2.204 3.948
H17 0.339 2.941 -3.292
H18 0.334 5.244 -4.156
H19 0.337 7.155 -2.592
H20 0.329 6.756 -0.156
H21 0.332 4.460 0.721

In elementary charge units, the natural (NBO) charges are: 0.839 0.368 0.011 -0.220 -0.140 -0.079 -0.025 -0.019 -0.169 -0.212 -0.061 -0.246 0.258 0.260 0.247 0.244 0.256 0.247 -0.607 -0.239 -0.198 -0.238 -0.609 0.310 0.133 -0.590 0.684 -0.708 -0.115 -0.158 -0.209 -0.145 -0.198 -0.173 0.248 0.231 0.213 0.239 0.238 0.258 0.232 0.227 0.251 0.220 0.227 0.234 0.236 0.231 0.218

=====

Entry from the Open Molecules 2025 dataset: a structure of composition C22H21N2O2S4W in a non-equilibrium geometry (wB97M-V/def2-TZVPD).

Its HOMO-LUMO gap (spin up / spin down) is 6.89 / 6.59 eV. The value obtained for the calculated total energy is -2770.47337 Ha. The calculation puts the energy above the lowest of the compared OMol25 structures with the same formula, charge and spin at 0.000 eV. Its expectation value of S² is 2.0435. The calculation puts the LUMO energy (spin up / spin down) at -4.0 / -4.8 eV. The multiplicity is 3. The net charge is +1. The calculation puts the highest occupied orbital energy (spin up / spin down) at -10.9319 / -11.4128 eV.

Atoms and positions in Å:
W1 -1.001 0.030 0.582
C1 -3.493 -1.317 -0.802
N1 -2.044 -1.006 -1.009
C2 -1.230 -2.224 -1.233
C3 -1.936 -0.103 -2.176
C4 -2.304 1.284 -1.767
C5 -2.899 2.218 -2.624
C6 -3.113 3.508 -2.137
C7 -2.702 3.846 -0.876
C8 -2.114 2.915 -0.050
C9 -1.919 1.576 -0.464
H1 -3.890 -1.857 -1.652
H2 -4.032 -0.379 -0.635
H3 -3.602 -2.013 0.033
H4 -1.658 -2.795 -2.093
H5 -1.243 -2.791 -0.313
H6 -0.261 -1.927 -1.485
H7 -2.499 -0.531 -2.955
H8 -0.919 -0.122 -2.483
H9 -3.141 2.062 -3.636
H10 -3.534 4.264 -2.762
H11 -2.842 4.835 -0.555
H12 -1.757 3.194 0.941
O1 -2.816 -0.649 1.823
S1 -2.467 0.400 2.901
N2 -1.175 0.987 2.359
O2 0.655 0.508 -0.093
C10 1.819 -0.121 0.545
C11 2.896 -0.325 -0.495
C12 2.717 -0.306 -1.830
C13 3.888 -0.614 -2.565
C14 4.966 -0.751 -1.761
S2 4.539 -0.685 -0.127
C15 1.279 -1.486 1.053
C16 0.585 -1.756 2.195
C17 0.218 -3.144 2.288
C18 0.714 -3.861 1.259
S3 1.615 -2.959 0.159
C19 2.181 0.797 1.653
C20 2.859 0.491 2.792
C21 3.187 1.669 3.519
C22 2.739 2.800 2.948
S4 1.928 2.471 1.474
H13 1.764 -0.052 -2.217
H14 3.888 -0.695 -3.651
H15 5.968 -0.953 -2.049
H16 0.415 -0.970 2.947
H17 -0.329 -3.595 3.097
H18 0.558 -4.912 1.081
H19 3.082 -0.494 3.201
H20 3.686 1.699 4.473
H21 2.777 3.842 3.172

In elementary charge units, the natural (NBO) charges are: 1.856 -0.416 -0.473 -0.425 -0.259 0.029 -0.231 -0.166 -0.208 -0.177 -0.420 0.211 0.243 0.235 0.226 0.226 0.223 0.215 0.212 0.223 0.223 0.223 0.218 -0.930 1.379 -0.929 -0.741 0.246 -0.268 -0.241 -0.249 -0.400 0.498 -0.273 -0.298 -0.257 -0.399 0.526 -0.297 -0.244 -0.247 -0.387 0.510 0.222 0.237 0.252 0.270 0.248 0.258 0.238 0.236 0.248